# C3H12IN4

3 unconnected molecules or ions with the total composition C3H12IN4 (the ωB97M-V functional and the def2-TZVPD basis, the OMol25 dataset).

Frontier orbital gap: 7.430 eV
HOMO: -0.4374 hartree
Net charge: +1

Each line ends with the natural charge from an NBO analysis.
Element x y z (Å)
C -2.7366 2.1694 0.8845  -0.651
C -1.3184 0.4976 -0.2616  -0.544
C -1.4392 1.5045 0.6809  0.270
N -0.6529 -1.0998 2.1459  -0.494
N -0.4178 -2.1580 0.0880  -0.527
N -1.1192 -1.4496 0.9583  0.136
N -0.4688 1.8827 1.5795  -0.784
I 3.7451 -0.7761 -0.6885  -0.083
H -2.4725 3.1391 1.4199  0.221
H -3.2015 1.4791 1.5790  0.237
H -3.2211 2.3528 -0.0367  0.255
H -0.3365 0.1929 -0.7017  0.218
H -2.2539 0.2503 -0.8678  0.231
H -1.3146 -0.7663 2.7535  0.415
H 0.2914 -1.2175 2.3362  0.386
H -1.0431 -2.4137 -0.6903  0.419
H 0.5288 -2.2010 -0.0702  0.387
H -0.8970 2.4823 2.2923  0.398
H 3.1242 -2.3397 -0.7539  0.089
H 0.5200 1.7253 1.6518  0.420

Forces on atoms 1 to 2 (eV/Å):
1.514 1.044 2.215
-0.207 0.554 -0.920

---

# C3H5OS

A gas-phase ion, C3H5OS (charge -1) (the ωB97M-V functional and the def2-TZVPD basis, the OMol25 dataset).

Frontier orbital gap: 6.696 eV
HOMO: -0.0934 hartree
Net charge: -1
SMILES: O=CCC[S-]

Each line ends with the natural charge from an NBO analysis.
Element x y z (Å)
O -0.6304 -1.0477 2.1593  -0.600
C -0.6840 -0.3593 1.1554  0.448
C 0.5481 -0.3552 0.2456  -0.552
C 0.1862 0.6169 -0.9246  -0.550
S -1.2972 0.2444 -1.8543  -0.671
H -1.4688 0.3988 0.9625  0.142
H 1.5129 -0.4308 0.7396  0.212
H 0.6161 -1.3333 -0.2575  0.224
H 0.1941 1.6526 -0.5671  0.165
H 1.0228 0.6136 -1.6591  0.182

Forces on atoms 1 to 2 (eV/Å):
-1.103 0.161 0.032
2.513 -0.350 0.969

---

# C24H24AsN3O9PtS

A molecular structure, C24H24AsN3O9PtS (the ωB97M-V functional and the def2-TZVPD basis, the OMol25 dataset).

Frontier orbital gap (spin up / spin down): 7.019 / 7.021 eV
HOMO (spin up / spin down): -0.2962 / -0.2962 hartree

Each line ends with the natural charge from an NBO analysis.
Element x y z (Å)
Pt 1.5724 -0.7016 -0.7185  1.052
O -1.8441 -2.6798 -0.9369  -0.631
C -1.0639 -1.8199 -1.2915  0.788
O 0.2359 -2.0180 -1.2276  -0.730
C -1.5840 -0.5770 -1.9625  -0.280
C -2.8215 -0.7099 -2.5619  -0.097
C -3.4455 0.3774 -3.1512  -0.062
C -2.8657 1.6306 -3.1290  -0.129
C -1.6203 1.7542 -2.5584  -0.096
C -0.9079 0.6816 -1.9473  0.491
O 0.1892 0.9016 -1.3200  -0.782
N -1.0715 3.1087 -2.5309  0.542
O -1.8281 4.0160 -2.2491  -0.375
O 0.1064 3.2622 -2.7999  -0.411
N -4.7515 0.2119 -3.7822  0.538
O -5.2234 -0.9076 -3.8212  -0.382
O -5.3004 1.2102 -4.2113  -0.394
H -3.3147 -1.6710 -2.5387  0.272
H -3.3740 2.4889 -3.5424  0.269
C -2.2233 -2.7796 2.3874  -0.270
O -1.4316 -1.7194 2.9206  -0.520
C -1.5706 -0.4891 2.3864  0.394
C -2.4897 -0.1532 1.3969  -0.316
C -2.5972 1.1592 0.9658  -0.172
C -1.7883 2.1541 1.4928  -0.242
C -0.8596 1.8231 2.4643  -0.195
C -0.7422 0.5161 2.9063  0.063
N 0.1468 0.2523 3.9860  -0.495
C 0.8919 -0.8026 4.3045  0.233
C 1.2979 -1.9186 3.5757  -0.304
C 1.8172 -3.0189 4.3266  -0.115
C 2.1832 -4.1768 3.7215  -0.293
C 2.0605 -4.2770 2.3076  -0.132
C 1.6313 -3.2395 1.5428  -0.331
C 1.2803 -1.9862 2.1352  0.554
O 1.0314 -0.9488 1.4548  -0.739
H -1.9388 -3.6650 2.9512  0.200
H -2.0137 -2.9299 1.3268  0.226
H -3.2863 -2.5766 2.5356  0.178
H -3.1113 -0.9168 0.9557  0.243
H -3.3230 1.4023 0.2000  0.223
H -1.8748 3.1753 1.1471  0.224
H -0.2083 2.5802 2.8834  0.211
H 0.1259 0.9711 4.6937  0.407
H 1.2258 -0.7670 5.3372  0.198
H 1.8892 -2.9181 5.4031  0.205
H 2.5585 -5.0106 4.2965  0.219
H 2.3288 -5.2070 1.8219  0.216
H 1.5375 -3.3283 0.4650  0.239
C 2.4093 3.1431 -1.0094  -0.965
As 3.3199 1.7526 -1.9554  1.474
C 4.9678 2.5149 -2.6023  -0.974
C 2.4538 1.2079 -3.5783  -0.959
S 3.7263 0.1749 -0.5775  -0.563
H 2.1779 3.9640 -1.6842  0.257
H 3.0830 3.4613 -0.2144  0.240
H 1.4893 2.7254 -0.6078  0.288
H 4.7474 3.3051 -3.3185  0.245
H 5.5459 1.7285 -3.0842  0.249
H 5.5329 2.9203 -1.7650  0.248
H 1.9636 2.0753 -4.0096  0.265
H 1.7148 0.4395 -3.3691  0.264
H 3.2332 0.8241 -4.2363  0.240

Forces on atoms 1 to 2 (eV/Å):
0.194 0.357 0.107
-0.179 -0.082 0.039

---

# C5H10N2S

A single C5H10N2S molecule (the ωB97M-V functional and the def2-TZVPD basis, the OMol25 dataset).

Frontier orbital gap: 9.690 eV
HOMO: -0.3220 hartree
SMILES: CCS/C=N/N1CC1

Each line ends with the natural charge from an NBO analysis.
Element x y z (Å)
C -2.2335 1.2867 -0.3942  -0.617
C -2.3048 0.1551 0.6099  -0.521
S -2.0858 -1.4953 -0.1238  0.253
C -0.3520 -1.5371 -0.3557  -0.071
N 0.4231 -0.5970 -0.0088  -0.357
N 1.7876 -0.9221 -0.2980  -0.287
C 2.5472 0.3058 -0.5676  -0.267
C 2.6744 -0.3649 0.7381  -0.268
H -1.2516 1.2964 -0.8712  0.224
H -2.4057 2.2754 0.1698  0.209
H -2.9697 1.1711 -1.1682  0.210
H -1.5501 0.2609 1.3662  0.233
H -3.2849 0.1136 1.0976  0.222
H 0.0474 -2.4628 -0.8207  0.206
H 1.9552 1.2191 -0.6186  0.209
H 3.3185 0.1898 -1.3081  0.206
H 3.5247 -0.9745 0.9729  0.206
H 2.1599 0.0800 1.5804  0.208

Forces on atoms 1 to 2 (eV/Å):
0.254 1.229 1.019
-0.440 -0.299 -0.244

---

# C13H12AuClN2O2

A molecular structure, C13H12AuClN2O2 (the ωB97M-V functional and the def2-TZVPD basis, the OMol25 dataset).

Frontier orbital gap: 6.649 eV
HOMO: -0.0459 hartree
Net charge: -2

Each line ends with the natural charge from an NBO analysis.
Element x y z (Å)
Au 2.4128 -1.9276 0.3955  0.391
C 0.4668 -2.8675 0.1389  -0.839
C -0.5720 -1.9042 -0.1247  0.070
C -0.8408 -1.4305 -1.4292  -0.253
C -1.8359 -0.5210 -1.6842  -0.156
C -2.6342 -0.0275 -0.6415  -0.250
C -2.3701 -0.4622 0.6661  -0.168
C -1.3693 -1.3670 0.9117  -0.242
C -3.6850 0.8883 -0.9022  0.320
N -4.5522 1.6253 -1.1077  -0.446
H 0.6463 -3.5440 -0.6982  0.198
H 0.3132 -3.4150 1.0694  0.197
H -0.2088 -1.7711 -2.2410  0.209
H -2.0003 -0.1659 -2.6948  0.203
H -2.9506 -0.0621 1.4892  0.205
H -1.1444 -1.6471 1.9332  0.214
O 1.3965 1.3382 -1.9437  -0.694
C 0.8823 1.5392 -0.8461  0.658
C -0.1516 2.6674 -0.6465  -0.530
C -0.4509 2.5986 0.8361  -0.529
C 0.3932 1.3952 1.3072  0.659
O 0.3756 1.0338 2.4824  -0.697
N 1.1100 0.8528 0.2977  -0.674
H -1.0167 2.4591 -1.2789  0.214
H 0.2831 3.6124 -0.9797  0.197
H -1.4985 2.4093 1.0753  0.210
H -0.1392 3.4847 1.3945  0.198
Cl 5.6437 -2.4027 1.2467  -0.261
C 4.3313 -1.1880 0.7008  -0.756
H 4.7740 -0.7731 -0.2059  0.174
H 4.3917 -0.4276 1.4796  0.179

Forces on atoms 1 to 2 (eV/Å):
-0.144 -0.271 0.147
0.558 0.038 0.022

---

# C19H30N4O4S

A single C19H30N4O4S molecule (the ωB97M-V functional and the def2-TZVPD basis, the OMol25 dataset).

Frontier orbital gap: 9.192 eV
HOMO: -0.3165 hartree
SMILES: CC(C)CCNC(=O)CN(C[C@H]1CCCO1)C(=O)CCC(=O)Nc1nccs1

Each line ends with the natural charge from an NBO analysis.
Element x y z (Å)
C -0.8168 -4.6886 1.1894  -0.609
C 0.3783 -4.1930 0.3785  -0.212
C 0.0797 -4.2765 -1.1175  -0.607
C 0.8094 -2.7817 0.8007  -0.386
C -0.2800 -1.7202 0.6553  -0.241
N 0.2402 -0.4060 0.9550  -0.626
C -0.2438 0.3597 1.9386  0.664
O -1.1700 0.0504 2.6633  -0.642
C 0.4891 1.7057 2.0993  -0.305
N 0.7108 2.4271 0.8668  -0.442
C 2.0627 2.7073 0.4197  -0.233
C 2.5155 1.7992 -0.7352  0.081
C 3.8560 2.2648 -1.3311  -0.430
C 4.6586 0.9703 -1.4608  -0.426
C 4.0864 0.1483 -0.3101  -0.061
O 2.7055 0.4526 -0.2973  -0.565
C -0.2964 2.9371 0.1042  0.700
O -0.0592 3.5494 -0.9185  -0.633
C -1.7001 2.6986 0.6204  -0.495
C -2.7429 3.2205 -0.3719  -0.511
C -4.1106 2.8591 0.1270  0.705
O -4.8788 3.6251 0.6563  -0.576
N -4.4890 1.5291 0.0100  -0.635
C -3.8972 0.4876 -0.6386  0.272
N -2.8181 0.5099 -1.3370  -0.508
C -2.5374 -0.7017 -1.8741  -0.037
C -3.4125 -1.6934 -1.5809  -0.461
S -4.6785 -1.0984 -0.5702  0.357
H -1.0054 -5.7385 0.9764  0.209
H -0.6277 -4.5841 2.2549  0.211
H -1.7132 -4.1265 0.9411  0.202
H 1.2271 -4.8556 0.5871  0.197
H -0.0905 -5.3110 -1.4072  0.210
H 0.9142 -3.8920 -1.6995  0.206
H -0.8107 -3.7059 -1.3695  0.196
H 1.1323 -2.8064 1.8439  0.205
H 1.6671 -2.4779 0.1945  0.194
H -1.0992 -1.9009 1.3536  0.232
H -0.6715 -1.7165 -0.3658  0.194
H 1.0589 -0.1055 0.4392  0.430
H 1.4582 1.4918 2.5557  0.228
H -0.0918 2.3081 2.8072  0.222
H 2.7488 2.6059 1.2623  0.199
H 2.0844 3.7379 0.0514  0.231
H 1.7196 1.7834 -1.4871  0.208
H 4.3515 2.9483 -0.6400  0.203
H 3.7169 2.7731 -2.2811  0.231
H 4.4423 0.4793 -2.4097  0.208
H 5.7312 1.1225 -1.3730  0.219
H 4.5507 0.4378 0.6439  0.161
H 4.1872 -0.9300 -0.4413  0.195
H -1.8201 3.1993 1.5843  0.234
H -1.8455 1.6307 0.7756  0.246
H -2.5570 2.7715 -1.3466  0.269
H -2.6698 4.3050 -0.4502  0.243
H -5.3833 1.3255 0.4429  0.419
H -1.6653 -0.7931 -2.4959  0.215
H -3.4007 -2.7187 -1.8883  0.243

Forces on atoms 1 to 2 (eV/Å):
0.286 -0.008 -0.086
-0.006 0.109 -0.014

---

Max |F| readings, ordered: 5.160, 3.141, 0.911, 1.686, 0.559, 1.204 eV/A
E_tot readings, ordered: -17356.5355, -16074.9441, -123088.9783, -19160.3232, -36966.7591, -45177.2163 eV